[1]
45
Properties=species:S:1:pos:R:3 method="wB97M-V/def2-TZVPD" charge=+3 gap_ev="9.845 / 9.920" spin_multiplicity=5 e_lumo_ha="-0.37312 / -0.37054" max_force_ha_per_bohr=0.01315
Ho -0.73 -0.14 -0.54
N -0.68 2.30 -0.16
C -0.80 2.42 1.33
C -2.10 1.79 1.78
N -2.21 0.34 1.39
C -1.95 -0.64 2.50
C -0.68 -1.44 2.30
N -0.71 -2.10 0.96
H 0.19 2.76 -0.45
H -1.41 2.88 -0.58
H -0.80 3.46 1.64
H 0.06 1.94 1.79
H -2.94 2.32 1.34
H -2.19 1.90 2.86
H -3.18 0.21 1.13
H -2.80 -1.32 2.55
H -1.91 -0.12 3.46
H -0.61 -2.16 3.11
H 0.20 -0.80 2.35
H -1.48 -2.77 0.95
H 0.12 -2.69 0.88
C -1.98 0.66 -2.90
C -0.71 0.28 -3.34
C -0.28 -1.04 -3.16
C -1.12 -1.98 -2.55
C -2.39 -1.60 -2.12
C -2.83 -0.28 -2.30
H -2.36 1.64 -3.15
H -0.11 0.97 -3.91
H 0.66 -1.36 -3.60
H -0.83 -3.02 -2.51
H -3.09 -2.35 -1.76
H -3.85 -0.01 -2.07
C 3.49 0.77 1.34
N 3.63 -0.07 0.14
C 5.02 -0.42 -0.24
C 2.64 -0.46 -0.58
O 1.40 -0.19 -0.35
H 4.01 0.29 2.16
H 2.44 0.90 1.59
H 3.95 1.74 1.15
H 5.55 0.48 -0.51
H 5.01 -1.11 -1.09
H 5.50 -0.90 0.60
H 2.89 -1.07 -1.45

[2]
34
Properties=species:S:1:pos:R:3 method="wB97M-V/def2-TZVPD" charge=-2 gap_ev="2.960 / 5.634" spin_multiplicity=8 e_above_lowest_kcal_mol=0.0 e_lumo_ha="0.17540 / 0.12033" max_force_ha_per_bohr=0.07518
Au -0.15 -0.72 -1.00
Cl -0.53 1.70 -2.64
C -2.13 -0.84 -0.23
H -2.18 -1.33 0.75
H -2.67 -1.44 -0.97
H -2.54 0.17 -0.18
Mn 0.18 -0.22 -3.62
C 2.07 0.15 -4.19
C -0.90 -0.50 -5.25
C 0.24 -1.93 -2.64
H -1.29 -1.53 -5.27
H -1.73 0.22 -5.19
H -0.29 -0.31 -6.15
H 2.76 -0.64 -3.83
H 2.14 0.24 -5.28
H 2.35 1.11 -3.72
H -0.61 -2.65 -2.67
H 1.19 -2.46 -2.46
O 0.63 -1.96 1.58
C 0.41 -0.74 1.78
N 0.05 0.20 0.84
S -0.16 1.78 1.35
O 0.89 2.65 0.91
O -1.53 2.20 1.18
C 0.13 1.29 3.05
C 0.03 2.05 4.21
C 0.27 1.40 5.45
C 0.59 0.03 5.50
C 0.66 -0.70 4.32
C 0.44 -0.07 3.10
H -0.22 3.11 4.16
H 0.22 1.97 6.38
H 0.77 -0.46 6.47
H 0.88 -1.77 4.27

[3]
136
Properties=species:S:1:pos:R:3 method="wB97M-V/def2-TZVPD" smiles="CCOCCO[PH](O)(CCc1ccccc1)CNC.C[C@@H]1COC(=O)O1.C[C@@H]1COC(=O)O1.C[C@@H]1COC(=O)O1.C[C@@H]1COC(=O)O1.C[C@@H]1COC(=O)O1.C[C@@H]1COC(=O)O1.C[C@@H]1COC(=O)O1" charge=0 gap_ev=8.633 spin_multiplicity=1 e_lumo_ha=0.01375 max_force_ha_per_bohr=0.04635
C -0.73 1.90 5.85
C -1.71 3.05 5.32
O -1.89 2.78 3.91
C -3.00 1.86 3.77
C -3.10 1.28 2.31
O -1.84 0.78 1.85
P -1.85 -0.93 1.62
O -1.96 -2.70 1.51
C -2.60 -0.85 -0.09
C -2.37 0.50 -0.86
C -0.88 0.86 -1.11
C 0.17 -0.06 -1.49
C 1.54 0.47 -1.64
C 1.89 1.86 -1.43
C 0.83 2.79 -1.06
C -0.52 2.28 -0.92
C 0.00 -1.11 1.93
N 0.48 -0.49 3.19
C 1.49 0.54 2.85
H -1.38 1.04 6.16
H -0.07 1.66 4.97
H -0.05 2.26 6.66
H -1.19 4.01 5.51
H -2.69 3.03 5.86
H -2.94 1.03 4.52
H -3.92 2.50 3.91
H -3.34 2.17 1.65
H -3.96 0.57 2.17
H -2.70 -1.06 2.78
H -2.27 -3.02 2.37
H -2.28 -1.76 -0.66
H -3.72 -0.98 0.05
H -2.84 0.36 -1.89
H -2.91 1.38 -0.42
H -0.05 -1.14 -1.64
H 2.36 -0.24 -1.91
H 2.92 2.26 -1.52
H 0.98 3.89 -0.88
H -1.32 3.00 -0.63
H 0.20 -2.21 2.03
H 0.63 -0.77 1.06
H -0.30 -0.11 3.74
H 1.99 0.92 3.79
H 2.30 0.10 2.20
H 1.01 1.36 2.24
C -0.40 6.39 -4.50
C -0.98 5.12 -3.93
C -0.92 3.95 -4.88
O -2.03 3.16 -4.44
C -2.93 4.01 -3.88
O -4.04 3.71 -3.58
O -2.39 5.25 -3.72
H 0.68 6.30 -4.63
H -0.85 6.64 -5.46
H -0.60 7.23 -3.83
H -0.52 4.88 -2.97
H 0.01 3.39 -4.80
H -1.09 4.23 -5.92
C 0.82 -4.57 -2.44
C 2.26 -4.16 -2.62
C 3.20 -4.74 -1.59
O 4.25 -3.76 -1.57
C 3.69 -2.58 -1.93
O 4.22 -1.52 -1.83
O 2.43 -2.76 -2.41
H 0.69 -5.63 -2.64
H 0.48 -4.35 -1.43
H 0.18 -4.00 -3.12
H 2.59 -4.39 -3.64
H 3.59 -5.72 -1.88
H 2.76 -4.80 -0.59
C -3.63 -6.54 -5.49
C -2.49 -5.56 -5.66
C -1.83 -5.60 -7.01
O -0.51 -5.14 -6.70
C -0.27 -5.48 -5.41
O 0.80 -5.42 -4.88
O -1.40 -5.90 -4.79
H -4.48 -6.27 -6.12
H -3.31 -7.56 -5.75
H -3.96 -6.57 -4.45
H -2.83 -4.55 -5.40
H -2.32 -4.94 -7.73
H -1.76 -6.60 -7.43
C -1.05 -6.03 1.25
C -1.77 -7.22 0.66
C -0.86 -8.31 0.17
O -1.65 -8.92 -0.85
C -2.49 -7.96 -1.32
O -3.15 -8.07 -2.30
O -2.46 -6.85 -0.53
H -0.55 -6.29 2.19
H -0.30 -5.63 0.56
H -1.75 -5.21 1.45
H -2.51 -7.60 1.38
H -0.60 -9.02 0.95
H 0.06 -7.93 -0.29
C 6.22 -1.80 0.95
C 7.34 -0.80 0.79
C 7.98 -0.81 -0.56
O 9.30 -0.33 -0.27
C 9.56 -0.67 1.02
O 10.64 -0.59 1.53
O 8.44 -1.12 1.65
H 5.37 -1.54 0.32
H 6.55 -2.81 0.68
H 5.90 -1.85 1.99
H 6.98 0.20 1.06
H 7.48 -0.15 -1.27
H 8.07 -1.81 -1.00
C 4.22 4.52 8.81
C 3.57 3.31 8.16
C 4.54 2.29 7.64
O 3.79 1.68 6.59
C 2.90 2.61 6.14
O 2.25 2.50 5.15
O 2.86 3.69 6.97
H 4.73 4.24 9.73
H 4.95 4.97 8.13
H 3.48 5.28 9.03
H 2.85 2.87 8.85
H 4.83 1.56 8.39
H 5.44 2.74 7.20
C -4.33 6.93 -1.80
C -5.65 7.66 -1.73
C -6.85 6.78 -1.93
O -7.81 7.70 -2.45
C -7.11 8.69 -3.08
O -7.60 9.51 -3.79
O -5.78 8.59 -2.81
H -4.21 6.25 -0.96
H -4.25 6.36 -2.73
H -3.50 7.64 -1.80
H -5.71 8.22 -0.79
H -7.20 6.33 -1.00
H -6.69 5.99 -2.67

[4]
11
Properties=species:S:1:pos:R:3 method="wB97M-V/def2-TZVPD" charge=0 gap_ev="8.057 / 7.969" spin_multiplicity=1 e_above_lowest_kcal_mol=111.1 e_lumo_ha="-0.02244 / -0.03581" max_force_ha_per_bohr=0.06804
C 1.43 1.51 1.45
C -1.25 -0.96 -0.35
C -0.72 -0.28 0.62
C 0.96 1.49 0.14
N 1.92 1.50 2.49
S 1.80 0.63 -1.12
H -1.72 -2.00 0.02
H -0.97 -0.98 -1.42
H -0.73 -0.53 1.69
H 0.20 2.25 -0.12
H 1.80 -0.41 -0.31